Record 1
The following is a DFT calculation (the ωB97M-V functional and the def2-TZVPD basis) of a structure of composition C63H69Ge2N5O4S2Y.

Computed properties:
<S²>: 0.75
LUMO (spin up / spin down): 3.9 / 3.5 eV
total charge: -2
multiplicity: 2
relative energy (zero: lowest compared OMol25 entry of this formula, charge and spin): 19.8 kcal/mol
HOMO-LUMO gap (spin up / spin down): 5.376 / 4.973 eV
largest force on an atom: 0.87 eV/A

Last column: Löwdin spin population.
Positions of all 146 atoms, in Å:
C: 1.90882 -3.14471 1.82894  0.0021
C: -0.18069 1.37855 6.74041  0.0000
N: 0.73491 2.03254 -2.19545  0.0001
H: -3.62836 -6.86832 2.87823  0.0019
H: -0.32493 3.20605 -4.41480  0.0000
H: 0.11381 -4.85962 -5.19358  -0.0002
C: -3.47113 -1.64513 -4.04205  0.0073
C: -1.03215 0.57582 5.75140  0.0000
O: 0.33581 -1.68614 0.74782  0.0962
C: 4.79975 -0.46791 3.53251  0.0001
C: 4.81295 -1.29616 -0.15090  0.0000
C: 2.18446 7.24001 -2.42019  0.0000
C: -2.00216 -6.26665 1.60854  -0.0018
C: -1.52626 -5.31359 0.71868  0.0253
H: 5.87625 0.48128 5.14516  0.0000
S: -1.09946 3.13035 0.41149  0.0003
H: 2.45288 -0.41366 0.50957  0.0002
C: -0.37160 -3.77571 -2.00126  0.0632
H: -1.97588 -1.77751 2.44186  0.0008
H: -5.02550 -4.91057 2.28464  -0.0007
H: 3.15468 8.88733 -1.40164  0.0000
C: -2.97978 4.97896 -2.64231  -0.0003
S: -2.09053 0.63404 -1.54914  0.0266
C: -2.77706 -1.05318 2.31716  0.0053
N: -2.46663 0.06035 1.64468  0.0043
H: -0.81487 1.79857 7.53163  0.0000
H: 4.50733 -0.59877 -0.93413  0.0000
H: 6.68017 -0.94517 4.47840  0.0000
H: 0.24642 -1.70476 -4.65956  0.0001
C: 2.82836 3.62026 1.03173  0.0000
C: 2.14864 5.11521 -1.24497  0.0000
C: -0.17706 2.13761 -4.50594  0.0000
C: 1.43997 1.86901 4.91550  0.0000
C: -1.33887 2.65662 4.39300  0.0000
H: 3.73446 7.52637 0.57990  0.0000
H: -3.16932 6.00925 -2.92476  0.0000
C: -5.08099 -1.44345 -1.30255  0.0006
H: 2.10532 1.22189 5.47713  0.0000
C: 0.61167 1.06367 3.87797  0.0000
C: 0.35225 1.45256 -3.42499  0.0001
C: -4.47773 -4.22383 -2.61717  0.0384
H: -2.06114 3.31543 3.90179  0.0000
C: 0.82889 -4.24713 -1.45831  0.0137
H: 5.89890 -1.40329 -0.19301  0.0000
H: -0.54284 -5.44763 0.28707  0.0014
H: -4.02222 4.12973 -4.32766  0.0001
C: -3.45361 3.93350 -3.42503  0.0003
N: 1.25079 0.49174 2.68077  0.0002
C: 2.05800 2.98009 -0.00736  0.0000
H: 5.27341 -1.12794 5.53461  0.0000
H: 0.10576 2.84622 2.78643  0.0000
H: -2.93949 -2.31966 -4.71778  0.0000
C: -4.72762 0.79073 1.95789  0.0010
C: 0.31812 -4.69598 -4.14153  0.0009
Y: -0.08404 0.52072 0.29395  0.0166
C: 0.53801 -2.50136 1.72307  0.0109
C: 2.88157 7.83956 -1.35449  0.0000
H: 1.69624 -2.35300 -3.10282  0.0000
C: -4.03672 -1.30338 2.83800  0.0007
H: -0.97698 1.97735 -6.49099  0.0000
N: -6.33145 -0.57788 3.16758  0.0000
Ge: -3.69452 -2.44049 -2.26714  0.0803
C: -0.60596 -4.01646 -3.35695  0.0224
C: 1.49997 -5.16574 -3.58064  0.0137
H: 0.01559 4.26900 4.85358  0.0000
C: 5.25993 -0.87727 2.29026  0.0000
C: -0.54253 1.44441 -5.65392  0.0001
H: 2.22269 -5.69338 -4.19184  0.0011
H: 1.27589 5.46255 -3.17937  0.0000
H: 2.83767 -0.98409 -3.10397  0.0001
C: 0.14654 -0.62677 -4.63244  0.0002
H: 6.27598 -1.23659 2.15629  0.0000
H: -7.05777 -0.09108 2.66694  0.0000
H: 1.17776 3.05909 6.68889  0.0000
H: -4.66866 -0.50038 -0.94924  -0.0001
H: 1.06291 -4.04821 -0.42252  0.0006
H: 0.59046 -0.72232 5.09746  0.0000
H: -5.46095 -2.02183 -0.45772  0.0000
C: -0.13849 -0.03013 4.65819  0.0000
H: -0.66950 -0.47472 -6.60897  0.0000
C: -3.44741 0.95729 1.47365  0.0004
C: -3.55820 -4.07632 0.95799  0.0238
H: 2.45357 -2.65875 2.64066  -0.0001
H: 2.37171 -1.76585 -1.57061  0.0001
H: -1.87736 5.50878 -0.87565  0.0000
C: 3.08618 -0.36059 1.37751  0.0002
C: -2.06660 1.51782 5.11835  0.0000
H: 0.55478 0.72327 7.22109  0.0000
C: -0.37329 0.06808 -5.71901  0.0000
C: 0.49119 0.06729 -3.48761  0.0001
H: 2.04833 2.62330 4.40587  0.0000
H: -2.91994 -0.71119 -3.95966  0.0001
C: -4.03969 -5.02795 1.84725  -0.0020
H: -3.85564 -4.77694 -3.32549  0.0002
C: -2.29099 -4.19560 0.38098  0.0585
C: 2.02472 -1.47000 -2.55723  0.0001
H: 3.73858 5.38290 1.77141  0.0000
C: -0.41924 2.05775 3.33286  0.0000
H: -4.53538 -4.79292 -1.68684  0.0006
C: 5.70861 -0.51954 4.73757  0.0000
C: -5.04974 -0.37315 2.65152  0.0002
H: -3.51094 1.79948 -3.66571  0.0000
C: 0.53989 2.50625 5.98951  0.0000
N: 1.22311 3.17703 -2.29945  0.0000
H: -6.56263 -1.54811 3.31140  0.0000
C: 4.37049 -0.81802 1.21369  0.0001
H: -5.91486 -1.23514 -1.97891  0.0003
H: -0.73108 -0.61804 3.95877  0.0000
H: -4.45912 -1.44722 -4.46696  0.0017
H: -1.38354 -7.11976 1.86221  -0.0006
C: -3.25923 -6.12740 2.17937  0.0240
H: 2.50664 -3.03854 0.92352  0.0000
H: -4.21415 -2.23152 3.36941  0.0001
C: -0.48954 3.45216 5.37979  0.0000
Ge: -1.69806 -2.81670 -0.89778  0.4312
H: 1.91948 7.83145 -3.28917  0.0000
H: -4.17127 -3.22180 0.71159  0.0006
C: 1.82537 5.91694 -2.36613  0.0000
H: -1.04885 1.53009 2.62421  0.0000
C: 1.75012 -4.94310 -2.23233  -0.0014
O: 1.71291 1.76463 0.17040  0.0001
H: -1.54922 -0.23329 6.27993  0.0000
C: -2.25465 4.70039 -1.49149  0.0002
H: 3.07162 2.99857 1.88680  0.0000
H: -5.48328 -4.14091 -3.03769  0.0060
H: -1.52227 -3.66105 -3.81202  0.0029
C: 2.84749 5.72174 -0.17702  0.0000
H: 1.76408 -4.19567 2.08729  0.0005
H: -5.46957 1.56055 1.78048  0.0001
H: -2.73023 1.92346 5.89296  0.0000
C: -1.97667 3.38643 -1.08219  0.0002
C: 1.76505 3.73453 -1.15989  0.0000
O: 0.95874 -0.55109 -2.35187  0.0048
C: -2.43171 2.32568 -1.90063  0.0061
C: -3.17249 2.62638 -3.04977  0.0005
O: -0.29433 -2.81385 2.57502  0.0071
C: 3.18609 4.92093 0.95870  0.0000
H: 2.67301 -5.29214 -1.78333  -0.0004
C: 3.20146 7.08360 -0.25540  0.0000
H: -1.11268 3.89855 6.16581  0.0000
C: 2.54360 0.09645 2.62809  0.0001
H: 4.37607 -2.27226 -0.39180  0.0000
C: 3.49866 0.00053 3.69270  0.0000
H: 3.23752 0.26905 4.69776  0.0000
H: -3.17759 1.85812 0.93605  0.0000
H: -2.69227 0.96512 4.41078  0.0000

Record 2
The following is a DFT calculation (the ωB97M-V functional and the def2-TZVPD basis) of a structure of composition C28H45ClCuN5O7.

Computed properties:
<S²>: 0.75
LUMO (spin up / spin down): 2.5 / 2.5 eV
total charge: -1
multiplicity: 2
relative energy (zero: lowest compared OMol25 entry of this formula, charge and spin): 31.7 kcal/mol
HOMO-LUMO gap (spin up / spin down): 5.799 / 5.780 eV
largest force on an atom: 4.12 eV/A

Last column: Löwdin spin population.
Positions of all 87 atoms, in Å:
C: -0.68083 -2.28196 4.88942  0.0005
N: 3.47349 -0.08796 -0.46908  0.0056
H: -4.73173 0.21065 -2.44771  0.0004
H: -2.10326 0.75533 4.32408  0.0000
H: 0.47514 3.77846 -5.21723  0.0000
N: -1.20940 -1.13571 4.18654  0.0002
O: -0.27228 -1.71135 2.18360  0.0426
C: 3.66878 0.71189 0.70547  0.0004
H: -1.50608 -2.87356 5.32955  -0.0001
H: 2.32387 5.38488 0.05259  0.0000
H: -3.18489 -2.84233 -2.20167  0.0001
H: -0.11456 -1.78519 -3.52560  0.0033
H: 2.12095 3.39756 1.38651  0.0000
H: -1.80412 -2.92308 -1.08717  -0.0003
H: 3.28871 1.52493 -1.78064  0.0003
C: 0.58791 1.37202 -2.80733  -0.0003
C: -2.58842 3.54238 2.08309  0.0000
C: 0.32311 2.81454 -4.73107  -0.0002
C: 0.19003 2.89894 3.01255  0.0000
O: 1.67524 -0.26588 2.60949  -0.0004
C: -4.05786 -0.19369 -1.70175  0.0021
O: 0.50215 -1.13379 -1.70159  0.0873
C: 3.75802 0.52400 -1.74777  0.0006
H: 1.25430 4.26184 -0.81157  0.0000
H: -2.46670 3.18428 3.10149  0.0000
H: 0.58783 5.67851 0.06627  0.0000
H: 0.95032 1.18296 -1.79340  -0.0002
H: 3.07466 1.65020 0.60266  0.0001
H: -4.34328 -1.21775 -1.46039  0.0007
C: -1.90591 -0.12698 4.96373  0.0003
N: 0.81940 1.67400 3.16993  0.0001
H: 4.84609 0.63931 -1.88651  0.0000
C: 1.60241 -6.08149 -1.56517  0.0000
C: 1.27898 4.09898 1.32313  0.0000
N: 0.61378 -5.33897 -0.80224  -0.0001
H: 4.72918 0.98469 0.81248  0.0002
C: -2.64590 -0.11945 -2.21207  -0.0008
Cl: -2.24151 -1.02272 0.12969  0.0583
H: 2.12273 -6.80509 -0.91842  0.0000
H: -0.02754 -1.94676 5.71139  0.0000
H: -4.15334 0.41820 -0.79164  0.0007
H: -1.09205 5.06488 2.23070  0.0000
H: 1.29399 3.40170 -2.88306  0.0000
H: -0.67890 1.92546 -6.42923  0.0000
C: -0.32690 1.77783 -5.40925  0.0004
C: 2.87648 -1.30380 -0.41011  0.0063
H: 1.40123 4.79342 2.16090  0.0000
C: -0.23593 2.00574 0.65633  0.0001
N: 0.37156 0.86555 1.01162  0.0037
H: 3.34723 -0.09482 -2.56261  0.0002
O: -0.94691 2.11208 -0.36287  -0.0004
C: -0.46014 -6.09365 -0.17416  0.0000
O: 0.01811 3.62253 4.01217  0.0000
C: -2.11700 -2.65483 -2.12183  0.0006
H: -1.54096 -3.27019 -2.78599  0.0001
O: -0.13228 -3.35605 0.01087  0.0052
H: 3.15870 -1.98242 -1.24366  0.0005
C: -1.08373 -1.02045 2.86411  0.0016
C: -1.31651 4.21108 1.57326  0.0000
C: 1.35377 4.91029 0.06145  0.0000
O: 2.07687 -1.66884 0.47733  0.0038
H: -3.38877 4.27634 2.08054  0.0000
H: 3.31711 0.16776 1.60097  0.0000
H: -1.46230 4.60294 0.56915  0.0000
H: -1.25242 -5.40566 0.13285  0.0000
C: 0.97573 0.67055 2.18946  -0.0001
C: -0.07004 0.35237 -3.48002  0.0009
C: -0.04686 3.29303 1.56485  0.0002
H: -1.78920 -0.30514 2.36786  0.0001
H: -0.85884 -6.82338 -0.89530  0.0000
H: -1.28467 0.18648 5.82126  0.0000
C: 0.65207 -3.99799 -0.72819  -0.0004
C: 0.78114 2.61141 -3.42944  0.0003
H: 1.19690 1.45162 4.10452  0.0000
H: 2.33401 -5.36629 -1.98045  0.0000
H: 1.11486 -6.62689 -2.38875  0.0000
H: -2.23608 0.87641 -2.42383  0.0000
C: -0.31797 -0.99269 -2.74800  0.0092
Cu: 0.00719 -1.21671 0.18777  0.7611
H: -2.86730 -0.51412 5.34174  0.0000
H: -1.03946 -0.26655 -5.29910  0.0001
H: 1.40389 -3.51435 -1.39089  -0.0001
C: -0.52555 0.54820 -4.78383  0.0001
H: -2.86563 2.71389 1.43483  0.0000
C: -1.78450 -1.22097 -2.39614  0.0046
H: -0.11389 -2.90237 4.18621  0.0002
H: -0.07556 -6.63830 0.70229  0.0000

Record 3
The following is a DFT calculation (the ωB97M-V functional and the def2-TZVPD basis) of a cluster of 2 separate species, C4H12O in total.

Computed properties:
SMILES: CCO.CC
LUMO: 1.0 eV
multiplicity: 1
relative energy (zero: lowest compared OMol25 entry of this formula, charge and spin): 15.0 kcal/mol
HOMO-LUMO gap: 11.318 eV
largest force on an atom: 1.18 eV/A

Last column: natural (NBO) charge in e.
Positions of all 17 atoms, in Å:
H: 0.67412 -2.08141 -0.96213  0.2091
H: 0.13322 2.78320 -0.55300  0.2199
H: -0.92208 -1.04413 0.39909  0.2169
H: -2.12570 -2.17982 0.05735  0.2059
H: -1.90444 -0.75696 -0.93945  0.2017
H: -0.71629 1.71510 0.58977  0.2143
H: -0.49218 -3.35000 -1.29934  0.2077
C: -0.35018 -2.29163 -1.28506  -0.6187
C: 0.18275 2.30205 0.42650  -0.6471
C: -1.37268 -1.56701 -0.43514  -0.6278
C: 1.36681 1.38889 0.62636  -0.0598
H: 1.61849 0.82946 -0.27398  0.1737
O: 1.12783 0.41034 1.62194  -0.7271
H: 2.29957 1.91930 0.84966  0.1578
H: 0.18262 3.13052 1.13089  0.2038
H: 0.62339 0.74654 2.37355  0.4663
H: -0.32524 -1.95444 -2.32699  0.2034